[1]
The following is a quantum chemistry calculation of an isolated molecule of C24H26N2O3S2, from the OMol25 dataset.

Element x y z (Å)
C: -5.3690 -5.0445 -0.8710
C: -4.4709 -4.2433 -1.8075
H: -4.3846 -4.7651 -2.7628
H: -4.9120 -3.2630 -1.9880
C: -3.0576 -4.0399 -1.2439
N: -3.0494 -3.3236 0.0224
S: -3.4383 -1.7018 0.0929
O: -3.9505 -1.4912 1.4175
O: -4.2376 -1.2648 -1.0198
C: -1.8349 -0.9260 -0.0132
C: -1.6129 0.0860 -0.9264
C: -0.3952 0.7366 -0.9368
C: 0.6002 0.3727 -0.0286
C: 0.3777 -0.6776 0.8613
C: -0.8486 -1.3136 0.8720
H: -1.0560 -2.1078 1.5701
H: 1.1518 -0.9633 1.5534
N: 1.7650 1.1361 -0.0039
C: 2.7308 1.1392 0.9622
O: 2.9562 0.2295 1.7243
C: 3.5033 2.4481 1.0081
C: 4.3011 2.7192 -0.2395
C: 4.7085 4.0117 -0.5468
C: 5.4651 4.2571 -1.6780
C: 5.8269 3.2133 -2.5128
C: 5.4308 1.9225 -2.2084
C: 4.6712 1.6741 -1.0785
H: 4.3775 0.6617 -0.8416
H: 5.7134 1.1024 -2.8514
H: 6.4178 3.4047 -3.3958
H: 5.7737 5.2662 -1.9062
H: 4.4236 4.8257 0.1030
H: 4.1679 2.4264 1.8779
S: 2.2697 3.8151 1.2821
C: 0.9770 2.9275 2.1378
C: 1.2481 2.1991 3.2854
C: 0.2357 1.4605 3.8721
C: -1.0400 1.4660 3.3327
C: -1.3139 2.2316 2.2117
C: -0.3059 2.9621 1.6098
H: -0.5032 3.5550 0.7292
H: -2.3088 2.2425 1.7938
H: -1.8233 0.8759 3.7824
H: 0.4503 0.8775 4.7547
H: 2.2415 2.1932 3.7071
H: 1.7493 1.9504 -0.6075
H: -0.2161 1.5443 -1.6318
H: -2.4055 0.3592 -1.6049
H: -3.5286 -3.8116 0.7628
C: -2.1760 -3.2880 -2.2350
H: -2.0603 -3.8706 -3.1454
H: -1.1942 -3.1071 -1.8037
H: -2.6350 -2.3352 -2.4815
H: -2.6093 -5.0221 -1.0372
H: -6.3262 -5.2397 -1.3479
H: -4.9105 -5.9998 -0.6185
H: -5.5601 -4.4936 0.0477

Results
SMILES string = CC[C@@H](C)NS(=O)(=O)c1ccc(NC(=O)[C@H](Sc2ccccc2)c2ccccc2)cc1
HOMO-LUMO gap = 9.2 eV
ΔE to the lowest compared entry with this formula, charge and spin = 8.21 kcal per mole
energy = -2061.777173 Eh
total charge = 0
strongest force on any atom = 0.8 eV/Å

These are the Mulliken partial charges, in e, on atoms 1 to 2: -1.297 -0.441

[2]
The following is a quantum chemistry calculation of a structure of composition C24H26N2O5S2V at a distorted geometry, from the OMol25 dataset.

Element x y z (Å)
V: -0.7969 -0.6985 0.8513
O: -1.1366 -0.5718 4.3624
C: -0.4852 -0.1127 3.4847
O: -0.0649 -0.8847 2.3924
C: 0.0274 1.2974 3.3943
C: 1.5594 1.3239 3.1420
C: 2.1080 2.6964 3.5176
C: 1.5315 3.5672 2.3713
C: 0.8552 2.5086 1.4938
O: 1.6588 1.3276 1.7099
C: -0.4809 2.0832 2.1295
C: -1.2962 1.2890 1.1112
O: -1.5544 2.0869 0.0451
O: -2.2034 0.3593 1.4435
H: -0.2467 1.7837 4.3256
H: 2.0980 0.4780 3.5601
H: 3.1954 2.6721 3.4852
H: 1.7982 3.0165 4.5128
H: 2.3128 4.0875 1.8218
H: 0.8133 4.3071 2.7235
H: 0.7942 2.7302 0.4349
H: -1.0829 2.9479 2.4138
C: 2.6628 -0.7117 -1.0956
C: 1.3354 -1.4225 -1.0667
C: 0.4496 -1.3408 -2.1516
C: 0.8674 -0.7713 -3.4762
C: -0.8673 -1.8222 -2.0208
C: -1.8380 -1.6745 -3.1582
C: -1.2815 -2.4244 -0.8320
C: -2.7405 -2.7933 -0.6288
C: -0.3054 -2.7769 0.1358
C: -0.6136 -3.8164 1.1956
C: 0.9925 -2.2372 0.0376
C: 2.0231 -2.6603 1.0512
H: 3.4650 -1.3694 -1.4419
H: 2.9176 -0.3481 -0.1014
H: 2.6206 0.1575 -1.7462
H: 0.2442 0.0776 -3.7576
H: 0.7616 -1.5391 -4.2468
H: 1.9002 -0.4414 -3.4854
H: -2.2759 -0.6721 -3.1942
H: -2.6529 -2.3903 -3.0911
H: -1.3370 -1.8240 -4.1111
H: -2.9877 -3.7549 -1.0860
H: -3.3907 -2.0396 -1.0684
H: -2.9963 -2.8595 0.4271
H: -0.5752 -3.4243 2.2115
H: 0.1286 -4.6137 1.1315
H: -1.5893 -4.2655 1.0416
H: 1.6295 -2.6232 2.0651
H: 2.9157 -2.0432 1.0143
H: 2.3234 -3.6920 0.8505
S: 0.9547 2.5050 -2.1120
C: -0.5103 2.8978 -2.8112
C: -0.4722 3.9421 -3.8364
N: -0.4332 4.7679 -4.6354
C: -1.7807 2.3988 -2.5183
S: -2.0512 1.1993 -1.3325
C: -2.9650 2.8766 -3.1843
N: -3.9324 3.2343 -3.6984

Results
HOMO-LUMO gap (spin up / spin down) = 6.4 / 6.8 eV
2S+1 = 2
ΔE to the lowest compared entry with this formula, charge and spin = 89.92 kcal per mole
energy = -3156.165320 Eh
total charge = 0
strongest force on any atom = 2.7 eV/Å

These are the Mulliken partial charges, in e, on atoms 1 to 2: 0.223 -0.601

[3]
The following is a quantum chemistry calculation of a structure of composition C24H26N4O6PdS at a distorted geometry, from the OMol25 dataset.

Element x y z (Å)
Pd: 1.8804 0.9734 0.2118
O: 1.3203 1.1424 4.3022
S: 1.7420 1.2517 2.9382
O: 2.9100 0.3808 2.5682
O: 0.6739 0.6733 1.9411
O: 1.9486 2.6341 2.4655
N: 3.7039 1.9861 0.5991
C: 4.6983 1.1316 -0.0658
C: 4.1350 0.6462 -1.3950
O: 4.8153 0.1979 -2.2801
O: 2.8182 0.7956 -1.5103
H: 3.7226 2.9528 0.3009
H: 3.7477 1.9351 1.6170
H: 4.8652 0.2667 0.5777
H: 5.6521 1.6248 -0.2381
C: -3.5431 -2.8029 -0.6601
C: -3.7176 -1.9549 0.5701
C: -4.9506 -1.8311 1.2026
C: -5.1053 -1.0401 2.3323
C: -4.0193 -0.3614 2.8674
C: -2.7763 -0.4819 2.2665
C: -2.6419 -1.2628 1.1229
N: -1.3528 -1.3681 0.5102
C: -0.6594 -0.3162 0.0541
N: -1.2859 0.8692 -0.0533
C: -0.6968 2.0226 -0.5955
C: 0.6668 2.2194 -0.6858
C: 1.2235 3.3328 -1.2746
C: 0.3776 4.3225 -1.7480
C: -0.9943 4.1685 -1.6294
C: -1.5485 3.0292 -1.0659
C: -3.0409 2.8613 -0.9632
N: 0.5820 -0.4173 -0.3602
C: 1.2696 -1.6742 -0.3365
C: 1.7723 -2.1739 0.8620
C: 2.4676 -3.3751 0.8639
C: 2.6517 -4.0618 -0.3252
C: 2.1514 -3.5482 -1.5168
C: 1.4600 -2.3459 -1.5502
C: 0.9419 -1.7645 -2.8368
H: -4.5026 -3.1873 -1.0011
H: -2.8894 -3.6562 -0.4653
H: -3.0911 -2.2303 -1.4719
H: -5.8049 -2.3600 0.7967
H: -6.0778 -0.9584 2.8005
H: -4.1330 0.2437 3.7570
H: -1.8960 0.0093 2.6693
H: -0.8346 -2.2322 0.5815
H: -2.2172 0.9409 0.3205
H: 2.2929 3.4411 -1.3653
H: 0.7939 5.2121 -2.2004
H: -1.6549 4.9455 -1.9931
H: -3.5467 3.7293 -1.3805
H: -3.3678 2.7636 0.0766
H: -3.3828 1.9758 -1.5051
H: 1.6402 -1.6011 1.7719
H: 2.8687 -3.7611 1.7918
H: 3.1972 -4.9971 -0.3331
H: 2.3157 -4.0853 -2.4434
H: 1.2327 -2.3835 -3.6838
H: 1.3411 -0.7596 -2.9792
H: -0.1485 -1.6872 -2.8264

Results
HOMO-LUMO gap = 7.6 eV
energy = -2126.691254 Eh
total charge = 0
strongest force on any atom = 1.7 eV/Å

These are the Mulliken partial charges, in e, on atoms 1 to 2: -0.741 -0.699

[4]
The following is a quantum chemistry calculation of a structure of composition C24H26N4SiTm at a distorted geometry, from the OMol25 dataset.

Element x y z (Å)
C: -1.2286 1.0248 4.4903
C: -1.5731 -0.1515 3.7755
C: -0.3809 -0.8393 3.4671
H: -2.5703 -0.4638 3.5115
C: 0.7042 -0.0945 3.9796
C: 0.1764 1.0607 4.6125
H: 0.7482 1.8295 5.1061
H: -1.9181 1.7600 4.8717
H: -0.3068 -1.7512 2.8994
H: 1.7464 -0.3537 3.8940
Tm: -0.3248 1.1829 2.3848
C: 0.2124 0.1987 0.5458
H: 1.1417 -0.3618 0.6974
H: 0.3625 0.8019 -0.3571
H: -0.5567 -0.5390 0.2904
Si: 0.7464 -1.5448 -3.3857
C: -1.0263 -2.0385 -3.7278
C: -1.7686 -2.7409 -2.7743
H: -1.3074 -3.0272 -1.8367
C: -3.0883 -3.0920 -3.0140
H: -3.6468 -3.6369 -2.2642
C: -3.6919 -2.7474 -4.2159
H: -4.7214 -3.0226 -4.4046
C: -2.9698 -2.0537 -5.1761
H: -3.4340 -1.7878 -6.1168
C: -1.6489 -1.7046 -4.9325
H: -1.0950 -1.1698 -5.6949
C: 1.6683 -2.9343 -2.5357
C: 1.5074 -4.2585 -2.9531
H: 0.8227 -4.4893 -3.7605
C: 2.2017 -5.2898 -2.3395
H: 2.0634 -6.3092 -2.6757
C: 3.0717 -5.0155 -1.2927
H: 3.6129 -5.8201 -0.8120
C: 3.2415 -3.7078 -0.8619
H: 3.9142 -3.4898 -0.0426
C: 2.5441 -2.6785 -1.4784
H: 2.6808 -1.6630 -1.1262
H: 0.8229 -0.3470 -2.5054
H: 1.3747 -1.1835 -4.6858
N: -0.4435 5.6752 3.0900
C: -0.9713 5.4184 4.2903
C: -1.0924 4.0525 4.4248
N: -0.6442 3.4393 3.2860
C: -0.2575 4.4678 2.5312
C: 0.3353 4.2044 1.2783
N: 0.4946 2.9349 0.8936
C: 1.1465 3.0626 -0.3032
C: 1.3180 4.4007 -0.5924
N: 0.8055 5.1172 0.4131
H: -0.2092 6.6125 2.6944
H: -1.2325 6.1676 5.0265
H: -1.4631 3.6228 5.3363
H: 1.5158 2.2955 -0.9624
H: 1.7977 4.8203 -1.4668
H: 0.7931 6.1571 0.5042

Results
HOMO-LUMO gap (spin up / spin down) = 7.5 / 7.5 eV
2S+1 = 3
ΔE to the lowest compared entry with this formula, charge and spin = 23.50 kcal per mole
energy = -2523.604334 Eh
total charge = +1
strongest force on any atom = 7.2 eV/Å

These are the Mulliken partial charges, in e, on atoms 1 to 2: -0.164 -0.743

- The lowest energy belongs to which entry?
  C24H26N2O5S2V

Repeat the third record exactly.
The following is a quantum chemistry calculation of a structure of composition C24H26N4O6PdS at a distorted geometry, from the OMol25 dataset.

Element x y z (Å)
Pd: 1.8804 0.9734 0.2118
O: 1.3203 1.1424 4.3022
S: 1.7420 1.2517 2.9382
O: 2.9100 0.3808 2.5682
O: 0.6739 0.6733 1.9411
O: 1.9486 2.6341 2.4655
N: 3.7039 1.9861 0.5991
C: 4.6983 1.1316 -0.0658
C: 4.1350 0.6462 -1.3950
O: 4.8153 0.1979 -2.2801
O: 2.8182 0.7956 -1.5103
H: 3.7226 2.9528 0.3009
H: 3.7477 1.9351 1.6170
H: 4.8652 0.2667 0.5777
H: 5.6521 1.6248 -0.2381
C: -3.5431 -2.8029 -0.6601
C: -3.7176 -1.9549 0.5701
C: -4.9506 -1.8311 1.2026
C: -5.1053 -1.0401 2.3323
C: -4.0193 -0.3614 2.8674
C: -2.7763 -0.4819 2.2665
C: -2.6419 -1.2628 1.1229
N: -1.3528 -1.3681 0.5102
C: -0.6594 -0.3162 0.0541
N: -1.2859 0.8692 -0.0533
C: -0.6968 2.0226 -0.5955
C: 0.6668 2.2194 -0.6858
C: 1.2235 3.3328 -1.2746
C: 0.3776 4.3225 -1.7480
C: -0.9943 4.1685 -1.6294
C: -1.5485 3.0292 -1.0659
C: -3.0409 2.8613 -0.9632
N: 0.5820 -0.4173 -0.3602
C: 1.2696 -1.6742 -0.3365
C: 1.7723 -2.1739 0.8620
C: 2.4676 -3.3751 0.8639
C: 2.6517 -4.0618 -0.3252
C: 2.1514 -3.5482 -1.5168
C: 1.4600 -2.3459 -1.5502
C: 0.9419 -1.7645 -2.8368
H: -4.5026 -3.1873 -1.0011
H: -2.8894 -3.6562 -0.4653
H: -3.0911 -2.2303 -1.4719
H: -5.8049 -2.3600 0.7967
H: -6.0778 -0.9584 2.8005
H: -4.1330 0.2437 3.7570
H: -1.8960 0.0093 2.6693
H: -0.8346 -2.2322 0.5815
H: -2.2172 0.9409 0.3205
H: 2.2929 3.4411 -1.3653
H: 0.7939 5.2121 -2.2004
H: -1.6549 4.9455 -1.9931
H: -3.5467 3.7293 -1.3805
H: -3.3678 2.7636 0.0766
H: -3.3828 1.9758 -1.5051
H: 1.6402 -1.6011 1.7719
H: 2.8687 -3.7611 1.7918
H: 3.1972 -4.9971 -0.3331
H: 2.3157 -4.0853 -2.4434
H: 1.2327 -2.3835 -3.6838
H: 1.3411 -0.7596 -2.9792
H: -0.1485 -1.6872 -2.8264

Results
HOMO-LUMO gap = 7.6 eV
energy = -2126.691254 Eh
total charge = 0
strongest force on any atom = 1.7 eV/Å

These are the Mulliken partial charges, in e, on atoms 1 to 2: -0.741 -0.699

- What is the formula in the second record?
  C24H26N2O5S2V

- Which value of energy does entry 3 give?
  -2126.691254 Eh